1.
Density functional theory data (ωB97M-V/def2-TZVPD) for an isolated molecule of C3H5ClNP at a distorted geometry.

Properties
SMILES string = C[C@@H](C#N)PCl
spin multiplicity = 1
frontier orbital gap = 10.41 eV
E_HOMO = -10.2 eV
ΔE to the lowest compared entry with this formula, charge and spin = 43.6 kJ/mol

XYZ file:
```
11
Properties=species:S:1:pos:R:3:mulliken_charge:R:1
C 0.3783 1.4911 0.7235 -0.0275
C 0.4419 -1.0198 0.7387 -1.2507
C -0.1526 0.2827 0.1314 0.3128
N 0.6482 2.5336 1.0755 -0.3920
P 0.1245 0.1761 -1.7430 0.1307
Cl -1.2740 -1.2990 -2.1634 -0.2185
H 1.4242 -1.1744 0.3056 0.3944
H 0.4062 -1.0090 1.8805 0.3379
H -0.2283 -1.7937 0.4503 0.3737
H -1.2661 0.3467 0.4946 0.2532
H -0.5022 1.4656 -1.8938 0.0860
```


2.
Density functional theory data (ωB97M-V/def2-TZVPD) for a cluster of 2 separate species, C3H5ClO in total at a distorted geometry.

Properties
spin multiplicity = 1
frontier orbital gap = 9.82 eV
E_HOMO = -9.0 eV
ΔE to the lowest compared entry with this formula, charge and spin = 340.1 kJ/mol

XYZ file:
```
10
Properties=species:S:1:pos:R:3:mulliken_charge:R:1
C -0.4545 -0.3887 -0.5122 -0.8355
C -0.3377 -0.0441 0.7488 -0.2879
C 3.4464 -0.1395 -0.7358 0.0436
O 2.4449 -0.7528 -1.2736 -0.2050
Cl 3.1099 0.5220 0.7798 -0.0984
H -0.0951 0.4952 -1.1177 0.3231
H -0.5017 -1.4086 -1.0304 0.3241
H -0.5886 -0.8155 1.5502 0.2013
H -0.0366 0.9542 1.0447 0.2991
H 1.6094 -0.6443 -0.6610 0.2356
```


3.
Density functional theory data (ωB97M-V/def2-TZVPD) for a cluster of 2 separate species, C3H5ClO in total at a distorted geometry.

Properties
SMILES string = O=C1CC1.Cl
spin multiplicity = 1
frontier orbital gap = 10.55 eV
E_HOMO = -9.8 eV
ΔE to the lowest compared entry with this formula, charge and spin = 194.6 kJ/mol

XYZ file:
```
10
Properties=species:S:1:pos:R:3:mulliken_charge:R:1
C -1.4816 0.6874 -0.0055 -0.5056
C -0.9609 -0.8397 -0.0230 -0.5516
C -0.0517 0.3361 -0.0634 0.4886
O 1.0359 0.7967 -0.0123 -0.4332
Cl 4.5978 -0.0837 0.0503 -0.2272
H -2.0538 1.0497 -0.9124 0.2206
H -1.9177 1.0605 0.9510 0.2218
H -1.2541 -1.3049 0.9033 0.3034
H -1.3712 -1.2135 -1.0169 0.2638
H 3.4573 -0.4886 0.1289 0.2195
```


4.
Density functional theory data (ωB97M-V/def2-TZVPD) for an isolated molecule of C3H5ClO2 at a distorted geometry.

Properties
SMILES string = CC(=O)[C@@H](O)Cl
spin multiplicity = 1
frontier orbital gap = 10.75 eV
E_HOMO = -10.0 eV
ΔE to the lowest compared entry with this formula, charge and spin = 95.3 kJ/mol

XYZ file:
```
11
Properties=species:S:1:pos:R:3:mulliken_charge:R:1
C -0.2583 0.2088 -1.6206 -0.0746
C -0.0288 -0.6619 0.8116 -0.9164
C -0.0130 0.5617 -0.0656 0.5970
O -0.7962 1.3515 -2.3083 -0.5056
O 0.2420 1.6551 0.3548 -0.5260
Cl 1.3718 -0.2380 -2.0477 -0.1500
H -0.9474 -0.6265 -1.8786 0.3554
H -0.4616 -1.6113 0.3794 0.2995
H -0.6526 -0.2922 1.6545 0.3007
H 1.0195 -0.9315 1.1773 0.2609
H -0.2352 2.1455 -2.1732 0.3591
```


5.
Density functional theory data (ωB97M-V/def2-TZVPD) for an isolated molecule of C3H5ClO2S at a distorted geometry.

Properties
SMILES string = O=C(S)[C@H](Cl)CO
spin multiplicity = 1
frontier orbital gap = 9.14 eV
E_HOMO = -9.7 eV
ΔE to the lowest compared entry with this formula, charge and spin = 126.7 kJ/mol

XYZ file:
```
12
Properties=species:S:1:pos:R:3:mulliken_charge:R:1
C 1.3355 -0.4088 0.5321 -0.3048
C 0.0310 0.5066 0.2387 -0.6205
C -1.0754 -0.2167 -0.5943 0.7795
H 0.7105 -1.0280 -1.2651 0.4164
H 0.9368 -1.1970 1.3227 0.1942
H 2.2026 -0.0048 1.0046 0.3808
H -0.3630 0.9445 1.1028 0.4568
H -2.4637 1.3519 0.6940 0.1879
O 1.6503 -0.9552 -0.6765 -0.5885
O -0.7821 -1.2386 -1.3409 -0.6026
S -2.6648 0.2560 -0.2040 -0.1580
Cl 0.4824 1.9902 -0.8140 -0.1410
```


6.
Density functional theory data (ωB97M-V/def2-TZVPD) for a structure of composition C3H5ClO2S at a distorted geometry.

Properties
spin multiplicity = 1
frontier orbital gap = 10.15 eV
E_HOMO = -9.9 eV
ΔE to the lowest compared entry with this formula, charge and spin = 274.7 kJ/mol

XYZ file:
```
12
Properties=species:S:1:pos:R:3:mulliken_charge:R:1
C 1.8390 -0.5273 0.6037 -0.6918
C 0.5430 0.0831 0.6908 0.1870
C -0.6455 -0.7088 0.1575 0.4711
H 1.7840 -1.8837 -0.7983 0.4004
H 1.8330 -1.5995 0.9579 0.2687
H 2.7432 -0.2361 1.3656 0.2361
H 0.1438 0.4349 1.7065 0.4165
H -1.5238 1.3940 0.0290 0.2070
O 2.0601 -0.6470 -0.7660 -0.5306
O -0.6399 -1.8728 -0.2475 -0.5323
S -2.2465 0.0621 -0.0194 -0.2254
Cl 0.5402 1.6455 -0.2091 -0.2067
```


7.
Density functional theory data (ωB97M-V/def2-TZVPD) for an isolated molecule of C3H5ClOS at a distorted geometry.

Properties
SMILES string = O[C@@H]1[C@H](S)[C@H]1Cl
spin multiplicity = 1
frontier orbital gap = 10.36 eV
E_HOMO = -9.8 eV
ΔE to the lowest compared entry with this formula, charge and spin = 241.2 kJ/mol

XYZ file:
```
11
Properties=species:S:1:pos:R:3:mulliken_charge:R:1
C 0.7442 0.2646 -0.0756 -0.4548
C -0.6797 0.5835 -0.4899 -0.1355
C -0.4755 0.1744 0.9010 0.1159
H 1.3999 -1.9328 0.6360 0.1451
H 1.5397 0.9795 0.0394 0.3637
H -0.8605 1.6463 -0.8216 0.3029
H -0.5763 -0.9895 -1.6788 0.3414
H -0.7377 -0.8280 1.5004 0.3348
O -1.4176 -0.2424 -1.3334 -0.5317
S 1.5434 -1.3263 -0.5853 -0.2661
Cl -0.4799 1.6706 1.9079 -0.2158
```


8.
Density functional theory data (ωB97M-V/def2-TZVPD) for a cluster of 2 separate species, C3H5ClS in total at a distorted geometry.

Properties
SMILES string = C=C1CS1.Cl
spin multiplicity = 1
frontier orbital gap = 9.32 eV
E_HOMO = -8.6 eV
ΔE to the lowest compared entry with this formula, charge and spin = 181.7 kJ/mol

XYZ file:
```
10
Properties=species:S:1:pos:R:3:mulliken_charge:R:1
C 0.7196 1.4107 1.0711 -0.4756
C 0.2032 0.6339 0.0029 0.0393
C -0.1792 -0.6283 -0.3791 -0.5247
S 0.4537 2.2607 -0.6643 -0.1428
Cl 3.0528 -0.6024 -0.0209 -0.2246
H 0.2361 1.8381 1.9132 0.2884
H 1.7085 1.1148 1.2141 0.2034
H -0.1782 -1.2709 0.4089 0.2921
H 2.7293 -0.3370 -1.0782 0.2100
H -0.1596 -1.0198 -1.3815 0.3344
```


9.
Density functional theory data (ωB97M-V/def2-TZVPD) for a structure of composition C3H5CrLiO3 at a distorted geometry.

Properties
charge = +2
<S²> = 6.016
spin multiplicity = 5
frontier orbital gap (alpha / beta) = 9.28 / 10.50 eV
E_HOMO (alpha / beta) = -18.9 / -19.7 eV
ΔE to the lowest compared entry with this formula, charge and spin = 37.5 kJ/mol

XYZ file:
```
13
Properties=species:S:1:pos:R:3:lowdin_spin:R:1
H 2.1503 1.1386 -0.7849 -0.0028
O -1.6222 0.0188 -0.0117 0.0398
C -0.9991 -1.2397 0.0873 0.0122
C 0.3373 -1.2598 0.8017 0.0075
O 1.4249 -0.6942 0.0196 0.0096
C 1.7662 0.5386 0.1355 0.0215
O 0.9958 1.4644 0.4589 0.0146
Li -3.1786 -0.1245 -0.9656 0.0045
Cr -0.9234 1.5537 0.7427 3.8872
H -0.8569 -1.6771 -0.9162 0.0005
H -1.6353 -1.9385 0.6590 0.0005
H 0.6430 -2.2996 0.9537 0.0003
H 0.3023 -0.7673 1.7842 0.0046
```


10.
Density functional theory data (ωB97M-V/def2-TZVPD) for a structure of composition C3H5CrO4 at a distorted geometry.

Properties
charge = +2
<S²> = 3.976
spin multiplicity = 4
frontier orbital gap (alpha / beta) = 6.02 / 8.19 eV
E_HOMO (alpha / beta) = -19.7 / -19.7 eV

XYZ file:
```
13
Properties=species:S:1:pos:R:3:lowdin_spin:R:1
O -0.2769 0.7927 0.4504 0.0035
C -0.5013 -0.4926 0.3204 0.0104
C 1.1387 1.0419 0.5588 0.0002
O -1.6202 -0.9790 0.5318 0.0193
O 0.5879 -1.2177 0.3784 -0.0033
C 1.7432 -0.3662 0.5247 -0.0005
Cr -3.1965 -0.6395 -0.3751 3.3349
H 1.3100 1.5660 1.5042 -0.0001
H 1.4453 1.6694 -0.2834 0.0000
H 2.2574 -0.6417 1.4500 0.0000
H 2.3942 -0.5381 -0.3382 -0.0003
O -2.8887 0.0897 -1.9969 -0.3650
H -2.3931 -0.2848 -2.7251 0.0009
```


11.
Density functional theory data (ωB97M-V/def2-TZVPD) for a structure of composition C3H5CuLiO4 at a distorted geometry.

Properties
<S²> = 0.758
spin multiplicity = 2
frontier orbital gap (alpha / beta) = 8.68 / 8.00 eV
E_HOMO (alpha / beta) = -9.3 / -9.3 eV
ΔE to the lowest compared entry with this formula, charge and spin = 17.2 kJ/mol

XYZ file:
```
14
Properties=species:S:1:pos:R:3:lowdin_spin:R:1
O 1.7644 0.0500 1.0462 0.0000
O 0.0049 -1.2124 1.1248 -0.0017
C 0.7686 -0.5519 0.3733 -0.0003
O 0.4894 -0.2629 -0.8056 -0.0004
C 2.5171 1.1384 0.5220 0.0000
C 1.7816 2.4484 0.7099 0.0000
H 3.4429 1.1309 1.1118 0.0000
H 2.7734 0.9673 -0.5304 0.0000
H 1.2001 2.4423 1.6414 0.0000
H 2.4978 3.2769 0.7996 0.0000
H 1.1761 2.6738 -0.1785 0.0000
O -2.8348 -0.2034 0.1848 0.8842
Li -1.6091 -0.3162 1.6000 -0.0009
Cu -1.9074 -0.7024 -1.3132 0.1193
```


12.
Density functional theory data (ωB97M-V/def2-TZVPD) for a structure of composition C3H5CuNaO4 at a distorted geometry.

Properties
<S²> = 0.756
spin multiplicity = 2
frontier orbital gap (alpha / beta) = 4.16 / 6.14 eV
E_HOMO (alpha / beta) = -5.1 / -7.2 eV
ΔE to the lowest compared entry with this formula, charge and spin = 233.1 kJ/mol

XYZ file:
```
14
Properties=species:S:1:pos:R:3:lowdin_spin:R:1
Na -1.6838 1.5096 0.1910 0.0719
O -0.1085 0.6274 1.6923 0.1154
C 0.4531 -0.5747 1.4609 0.0213
H -0.0969 -1.5301 1.3504 0.0017
H 1.1390 -0.8802 2.2760 0.0086
C 0.1690 -0.3704 -0.8954 -0.0145
O 1.4587 0.3546 -0.9571 0.0733
C 2.5272 -0.0295 -1.6125 0.0194
O 2.5773 -0.8373 -2.4987 0.0044
O 3.5357 0.6824 -1.0728 0.1001
Cu 2.4564 1.6121 0.7913 0.5962
H -0.0948 -0.3100 -1.9669 -0.0025
H -0.1099 -1.4284 -0.8136 0.0006
H 4.3161 0.6603 -1.6409 0.0041
```


- What is the spin multiplicity in the sixth record?
  1